This record from the Open Molecules 2025 dataset describes C13H23MnN9O2S as an isolated structure at a distorted geometry. The level of theory is wB97M-V/def2-TZVPD.

The calculation puts the energy above the lowest of the compared OMol25 structures with the same formula, charge and spin at 23.32 kcal/mol. Its total energy is -2701.004948 hartree. For the frontier orbital gap (alpha / beta), the calculation gives 9.10 / 8.57 eV.

Structure (ORCA input):
```
! wB97M-V def2-TZVPD RIJCOSX def2/J DEFGRID3
* xyz 2 2
Mn 0.0317 0.1874 0.1134
C 0.6209 1.7178 2.7278
C 1.9274 1.2786 2.1087
N 1.7787 0.0181 1.3506
C 1.8697 -1.2255 2.1405
C 0.6353 -1.5190 2.9627
S -0.8705 -1.3359 1.9743
C -1.8328 -0.1293 2.9225
C -1.7834 1.2668 2.3238
N -0.4608 1.5740 1.7344
H 0.7162 2.7520 3.0617
H 0.3726 1.1355 3.6116
H 2.7116 1.1927 2.8656
H 2.2481 2.0413 1.3949
H 2.5703 -0.0159 0.7180
H 2.7415 -1.1995 2.8009
H 2.0255 -2.0372 1.4292
H 0.5493 -0.8993 3.8516
H 0.6867 -2.5523 3.3031
H -1.4800 -0.1743 3.9524
H -2.8645 -0.4775 2.9371
H -2.0517 1.9966 3.0924
H -2.5170 1.3533 1.5319
H -0.5674 2.4574 1.2445
N 2.5258 0.5290 -1.7547
N 2.0166 1.4895 -2.6302
C 0.7726 1.9864 -2.5262
N 0.4004 2.8381 -3.4675
N 0.0227 1.5853 -1.4717
N -1.3020 1.9496 -1.4481
O -1.8199 2.7485 -2.1848
O -1.9075 1.3532 -0.5438
H 3.3767 0.8999 -1.3451
H 2.7712 -0.2967 -2.2902
H 2.5931 1.8001 -3.3984
H 1.0100 3.0644 -4.2369
H -0.5182 3.2516 -3.4246
N -4.9199 -2.6497 -2.3584
C -3.7778 -2.6025 -2.2523
C -2.3434 -2.5234 -2.1265
C -1.4924 -3.3251 -2.8761
C -0.1278 -3.1870 -2.6909
C 0.3317 -2.2516 -1.7848
N -0.4821 -1.4712 -1.0602
C -1.8015 -1.6151 -1.2317
H -1.8960 -4.0424 -3.5785
H 0.5746 -3.8017 -3.2358
H 1.3926 -2.1381 -1.6019
H -2.4567 -0.9972 -0.6343
*
```